DFT (the ωB97M-V functional and the def2-TZVPD basis) results for a cluster of 2 separate species, C19H29N2O5 in total.

Geometry as ORCA input:
```
! wB97M-V def2-TZVPD RIJCOSX def2/J DEFGRID3
* xyz 1 1
C 3.298 -0.366 2.632
C 4.139 -0.827 1.460
O 4.104 0.161 0.451
C 4.629 -0.266 -0.805
C 3.717 0.136 -1.960
C 2.820 -0.974 -2.506
C 1.955 -1.714 -1.481
C 1.215 -0.810 -0.495
C -0.295 -0.938 -0.518
C -1.074 0.232 -0.401
C -2.477 0.224 -0.406
C -3.339 1.470 -0.302
C -2.862 2.460 0.757
C -1.572 3.270 0.469
C -1.266 3.582 -0.963
O -0.161 3.461 -1.401
O -2.288 4.055 -1.699
C -3.080 -1.035 -0.527
C -2.331 -2.195 -0.651
C -0.947 -2.170 -0.650
C -3.255 -3.362 -0.747
O -2.985 -4.503 -0.943
N -4.546 -2.840 -0.533
C -4.522 -1.426 -0.545
O -5.508 -0.751 -0.535
H 2.367 0.076 2.280
H 3.065 -1.216 3.269
H 3.812 0.387 3.222
H 5.161 -1.005 1.796
H 3.718 -1.757 1.068
H 5.588 0.237 -0.935
H 4.823 -1.339 -0.804
H 4.342 0.478 -2.781
H 3.124 0.983 -1.625
H 2.201 -0.542 -3.291
H 3.441 -1.722 -2.998
H 2.594 -2.412 -0.943
H 1.264 -2.340 -2.040
H 1.432 0.238 -0.670
H 1.520 -1.023 0.527
H -0.529 1.159 -0.324
H -3.466 1.919 -1.283
H -4.326 1.130 -0.009
H -2.654 1.825 1.621
H -3.676 3.113 1.049
H -1.672 4.234 0.969
H -0.716 2.776 0.905
H -2.160 3.716 -2.597
H -0.399 -3.096 -0.746
H -5.263 -3.225 -1.140
N -1.391 0.507 3.558
H -2.349 0.806 3.754
H -1.173 -0.328 4.107
H -1.303 0.292 2.554
H -0.742 1.257 3.804
*
```

- M: 365.45 g mol⁻¹
- Energy: -33385.2902 eV
- Relative energy (zero: lowest compared OMol25 entry of this formula, charge and spin): 1.146 eV